[1]
The following is a quantum chemistry calculation of C19H20N2O5S in the gas phase, from the OMol25 dataset.

The geometry in XYZ format:
```
47
C19H20N2O5S the ωB97M-V functional and the def2-TZVPD basis
C -1.2955 -3.3598 0.5877
C 0.0312 -4.0790 0.5998
O 0.1061 -5.2634 0.8439
C 1.2371 -3.2723 0.2838
C 2.4450 -3.9500 0.1040
C 3.5960 -3.2511 -0.1989
C 3.5736 -1.8718 -0.3185
C 2.3769 -1.1836 -0.1310
N 2.2756 0.2096 -0.2130
C 3.2343 1.0938 -0.5613
O 4.3640 0.8250 -0.9064
C 2.7522 2.5613 -0.5302
C 3.9275 3.5134 -0.3618
O 1.8246 2.7424 0.5479
C 0.6222 3.2244 0.2703
O 0.2315 3.5616 -0.8147
C -0.2375 3.3022 1.5366
N -1.5371 2.7341 1.2558
C -1.5779 1.5370 0.6170
O -0.5554 0.8920 0.4138
C -2.8917 1.0461 0.2291
C -4.1530 1.5333 0.4545
C -5.1553 0.7210 -0.1004
C -4.6654 -0.3778 -0.7481
C -5.4284 -1.4440 -1.4454
S -2.9417 -0.4285 -0.6805
C 1.2118 -1.8868 0.1636
H -1.3087 -2.5848 1.3504
H -1.4549 -2.8924 -0.3809
H -2.0920 -4.0725 0.7867
H 2.4510 -5.0247 0.2037
H 4.5264 -3.7795 -0.3426
H 4.4720 -1.3269 -0.5544
H 1.3517 0.5662 0.0186
H 2.2276 2.7638 -1.4751
H 4.6889 3.2620 -1.0938
H 3.6086 4.5429 -0.5027
H 4.3490 3.3996 0.6337
H -0.3510 4.3440 1.8350
H 0.2596 2.7377 2.3309
H -2.3377 3.3414 1.2252
H -4.3662 2.4318 1.0064
H -6.2056 0.9401 -0.0249
H -5.1367 -1.5014 -2.4933
H -5.2296 -2.4151 -0.9934
H -6.4948 -1.2407 -1.3877
H 0.2999 -1.3281 0.3020
```

- net charge = 0
- orbital gap (eV) = 8.32
- relative energy (zero: lowest compared OMol25 entry of this formula, charge and spin) (kcal/mol) = 0.00

[2]
The following is a quantum chemistry calculation of a 20-piece molecular cluster, H41O20 overall in a non-equilibrium geometry, from the OMol25 dataset.

The geometry in XYZ format:
```
61
H41O20 the ωB97M-V functional and the def2-TZVPD basis
O 3.6207 1.0403 -0.2469
H 2.8266 0.7562 -3.1408
O -2.9970 -3.8841 0.0798
H -3.0311 -4.6755 0.4867
H 1.3904 -2.7144 -4.2758
O 1.6616 2.9087 -2.8886
H 0.8610 3.3059 -2.7731
H 1.9540 3.0637 -3.7738
O 3.1974 -3.9779 1.0481
H 3.5344 -4.0278 0.1621
H 2.0917 3.8270 1.4619
O -2.3297 -0.8641 0.7500
H -0.0387 -0.6125 1.3379
H 2.9569 -4.8815 1.2847
O 0.6567 -0.1121 1.1152
H -4.1313 0.2887 2.4215
H -2.0494 -1.3032 1.5457
O 0.1534 -3.1970 -1.9648
H 3.2770 -0.8738 -3.0661
H -5.1986 1.1163 3.1762
O -2.4895 2.7350 -0.8637
H -2.5337 3.6955 -0.8354
H -2.5683 2.5783 0.0586
O -0.1454 -2.5966 2.0521
H 0.3893 -2.5836 2.8628
H -2.2563 -1.6312 0.0382
O -4.4853 0.7186 -2.8908
H -3.8604 1.3254 -2.4275
H -4.3541 -0.2583 -2.7386
O -1.1547 3.2154 4.1917
H -0.5271 3.1072 3.4135
H 0.0227 -4.1222 -2.3428
O -1.5243 -1.1302 3.6175
H -1.8519 -0.4146 3.0760
H -2.2202 -1.8034 3.9892
O -0.4411 2.5402 -4.1380
H -0.9590 2.6952 -3.3242
H -0.0434 1.6479 -3.9370
O 3.0207 0.5240 3.8185
H -3.6693 -3.2717 -0.4316
H 3.0640 1.2931 3.1805
O 2.7668 -0.0353 -2.6405
H -2.0348 2.9069 4.1375
H 3.7658 0.6953 -1.0530
O 2.3092 3.2000 2.1168
H 1.3940 0.5716 -1.3109
H 2.8106 3.7380 2.8027
O 1.3359 1.5260 -0.8844
H 0.7223 1.2975 -0.0694
H 2.5499 0.7683 4.5473
O -4.2264 1.0231 3.0539
H 3.5944 0.2668 0.2533
H -0.2895 -3.2193 -0.9244
O 1.4812 -2.0833 -3.5787
H 2.2650 1.5839 -0.5209
H 2.1033 -2.2054 -2.9524
O -0.0203 0.2216 -2.3146
H 0.2097 -0.6610 -2.0294
H -0.8281 0.1752 -1.7732
H 1.3554 -0.0465 1.7971
H -1.0830 -3.1705 2.2342
```

- net charge = +1
- orbital gap (eV) = 10.01
- relative energy (zero: lowest compared OMol25 entry of this formula, charge and spin) (kcal/mol) = 181.03

[3]
The following is a quantum chemistry calculation of a 2-piece molecular cluster, C6H12O overall in a non-equilibrium geometry, from the OMol25 dataset.

The geometry in XYZ format:
```
19
C6H12O the ωB97M-V functional and the def2-TZVPD basis
C -0.5265 -0.7763 -1.9623
C -0.3439 -0.7154 -0.6222
C -1.2632 -1.3445 0.4016
C 1.0025 -0.1204 -0.1044
C 1.9186 0.4735 -0.9777
C 1.1333 -0.2049 1.4288
H 0.1845 -0.2948 -2.6526
H -1.1826 -1.4673 -2.5197
H -1.7861 -0.5409 1.0294
H -0.8855 -2.0225 1.1547
H -2.0242 -1.8688 -0.2184
H 2.5220 -0.0051 -1.7776
H 1.6379 1.4324 -1.4661
H 0.4352 0.5477 1.7657
H 2.1999 0.1945 1.5976
H 1.0192 -1.1877 1.9193
O -0.9461 2.7834 0.8393
H -1.3626 1.8586 0.9251
H -1.7324 3.2585 1.2395
```

- net charge = 0
- orbital gap (eV) = 6.08
- relative energy (zero: lowest compared OMol25 entry of this formula, charge and spin) (kcal/mol) = 134.43

[4]
The following is a quantum chemistry calculation of a 2-piece molecular cluster, C4H11NO overall in a non-equilibrium geometry, from the OMol25 dataset.

The geometry in XYZ format:
```
17
C4H11NO the ωB97M-V functional and the def2-TZVPD basis
C 0.9157 -1.5515 -0.9957
C 1.0172 -0.8544 0.3637
C -1.0882 -0.5078 1.6086
N -0.1200 -1.2868 1.2349
H 0.9328 -2.6273 -0.8077
H 0.0093 -1.1885 -1.4817
H 1.7616 -1.2588 -1.6140
H 1.9236 -1.1617 0.8884
H 0.8522 0.2402 0.2679
H -1.9831 -1.0199 1.9561
H -1.0859 0.6061 1.3750
H -0.3850 -2.2357 0.9775
C -0.5564 2.6010 -0.7754
O -0.7855 1.6442 0.2137
H -0.2257 3.5721 -0.3761
H 0.2508 2.2410 -1.4284
H -1.4333 2.7880 -1.4069
```

- net charge = 0
- orbital gap (eV) = 6.69
- relative energy (zero: lowest compared OMol25 entry of this formula, charge and spin) (kcal/mol) = 98.80

[5]
The following is a quantum chemistry calculation of C5H9NO in the gas phase in a non-equilibrium geometry, from the OMol25 dataset.

The geometry in XYZ format:
```
16
C5H9NO the ωB97M-V functional and the def2-TZVPD basis
C -2.1921 1.1615 0.6957
C -1.3298 0.5526 -0.1865
C -0.4953 -0.6882 -0.0044
C 0.9549 -0.4935 -0.5670
N 1.8402 -1.3875 0.1316
C 1.3288 0.9028 -0.2201
O 0.8518 1.9249 -0.7260
H -2.4605 2.2425 0.6214
H -2.4911 0.6747 1.7303
H -1.5146 0.7754 -1.2032
H -1.2011 -1.5836 -0.3912
H -0.5071 -0.7563 1.0764
H 0.9128 -0.6362 -1.6644
H 2.8165 -1.2961 -0.1144
H 1.6759 -2.3814 0.0300
H 1.8106 0.9884 0.7917
```

- net charge = 0
- orbital gap (eV) = 9.55
- relative energy (zero: lowest compared OMol25 entry of this formula, charge and spin) (kcal/mol) = 78.57

[6]
The following is a quantum chemistry calculation of C39H37F4KN7O2S2 as an isolated structure, from the OMol25 dataset.

The geometry in XYZ format:
```
92
C39H37F4KN7O2S2 the ωB97M-V functional and the def2-TZVPD basis
K 0.2482 -1.2508 0.5996
C -1.1873 -4.8898 0.2667
C -0.3149 -4.5283 -0.9263
N -0.7138 -3.2887 -1.5927
C -2.0634 -3.4194 -2.1296
C -2.5729 -2.1902 -2.8651
C 0.2234 -2.9112 -2.6532
C 1.7095 -3.0490 -2.3324
N 2.0473 -2.4113 -1.0805
C 3.2966 -2.5050 -0.6411
C 3.5919 -2.0989 0.6962
F 2.5535 -1.6606 1.4670
C 4.8329 -2.1328 1.2684
F 4.9629 -1.7369 2.5549
C 5.9506 -2.5864 0.5824
C 5.7135 -2.9988 -0.7147
F 6.7560 -3.4458 -1.4563
C 4.4711 -2.9698 -1.3080
F 4.4082 -3.3683 -2.6111
H -0.7385 -5.7328 0.7951
H -2.1962 -5.1896 -0.0202
H -1.2530 -4.0624 0.9752
H -0.3078 -5.3671 -1.6489
H 0.7063 -4.3912 -0.5752
H -2.7400 -3.6237 -1.3001
H -2.1144 -4.2945 -2.8086
H -2.4655 -1.3038 -2.2413
H -3.6316 -2.3177 -3.0989
H -2.0449 -2.0165 -3.8031
H 0.0205 -1.8687 -2.9147
H 0.0294 -3.5106 -3.5648
H 2.2319 -2.6268 -3.2022
H 1.9742 -4.1173 -2.3329
H 6.9295 -2.6226 1.0320
S -6.1494 3.7008 -1.6800
N -4.7423 3.4133 -2.4266
C -4.1241 2.4779 -1.7274
C -2.8159 1.9275 -2.0263
C -2.0740 2.2933 -3.1469
C -0.8182 1.7547 -3.3157
C -0.3322 0.8924 -2.3334
N -1.0326 0.5256 -1.2732
C -2.2728 1.0018 -1.1267
C -3.0669 0.4915 0.0158
N -2.5237 -0.4934 0.7401
C -3.2065 -0.9685 1.7693
C -4.4691 -0.4947 2.1316
C -5.0429 0.5013 1.3800
C -4.3356 1.0100 0.2901
C -4.8566 2.0449 -0.5832
N -6.0168 2.6634 -0.4458
H -2.4947 2.9936 -3.8573
H -0.2077 1.9981 -4.1747
H 0.6688 0.4770 -2.4076
H -2.7079 -1.7435 2.3399
H -4.9658 -0.9039 2.9998
H -6.0195 0.9022 1.6182
N 1.1050 -1.9021 4.1642
C -0.2163 -1.9881 3.8262
O -0.5594 -2.6040 2.8087
C -1.1867 -1.2620 4.7036
C -1.2656 0.2111 4.2662
H 1.7792 -2.0971 3.4381
H 1.3510 -1.1579 4.7958
H -0.8827 -1.3281 5.7526
H -2.1482 -1.7799 4.6186
H -0.3215 0.7085 4.5532
H -1.2876 0.2390 3.1679
O 2.6917 1.3779 1.3424
S 2.2197 2.0407 0.1025
C 3.1244 3.5824 -0.0472
C 3.3209 4.1448 -1.2970
C 4.0400 5.3285 -1.4030
C 4.5680 5.9193 -0.2646
C 4.3833 5.3305 0.9819
C 3.6603 4.1547 1.0955
C 0.6120 2.7462 0.5083
C -0.0178 3.6522 -0.3393
C -1.3060 4.0622 -0.0431
C -1.9625 3.5610 1.0802
C -1.3284 2.6601 1.9203
C -0.0260 2.2531 1.6314
H 2.9270 3.6549 -2.1801
H 4.2000 5.7777 -2.3746
H 5.1381 6.8357 -0.3480
H 4.8090 5.7887 1.8652
H 3.5132 3.6588 2.0471
H 0.4905 4.0362 -1.2160
H -1.8087 4.7660 -0.6960
H -2.9779 3.8747 1.2933
H -1.8185 2.2327 2.7909
H 0.4735 1.5439 2.2790
```

- net charge = -1
- orbital gap (eV) = 3.95
- relative energy (zero: lowest compared OMol25 entry of this formula, charge and spin) (kcal/mol) = 44.80

[7]
The following is a quantum chemistry calculation of C22H33BiN4O6P as an isolated structure in a non-equilibrium geometry, from the OMol25 dataset.

The geometry in XYZ format:
```
67
C22H33BiN4O6P the ωB97M-V functional and the def2-TZVPD basis
O -4.6353 1.0658 -0.9235
H -5.4731 1.1795 -0.4482
Bi -0.7952 -0.3952 0.1826
N -1.9270 1.2147 1.6596
N -0.7803 1.9745 -0.4461
N -1.3188 -2.7675 -1.1401
N 0.1128 -0.6958 -1.9015
O -2.2062 0.7487 2.8092
O -1.7926 -4.0458 -0.6906
O 1.0242 0.2899 -2.1538
O -0.0396 2.3672 -1.4659
C -1.2566 2.9902 0.3293
C -1.9918 2.5699 1.4536
C -0.4516 -2.9931 -2.1218
C 0.3548 -1.8707 -2.5135
C -2.6633 3.4749 2.4143
H -3.7542 3.3190 2.3995
H -2.4781 4.5254 2.1544
H -2.3021 3.3013 3.4387
C -0.8603 4.3986 0.0857
H -0.6584 4.5603 -0.9800
H 0.0522 4.6496 0.6561
H -1.6530 5.0813 0.4182
C -0.2164 -4.3705 -2.6062
C 1.5338 -1.9699 -3.3927
H -1.1126 -4.9902 -2.4897
H 0.6136 -4.8373 -2.0458
H 0.0711 -4.3215 -3.6642
H 1.7048 -1.0022 -3.8804
H 1.3593 -2.7407 -4.1502
H 2.4304 -2.2432 -2.8090
H -2.4921 -3.8958 -0.0318
H 0.4863 1.2228 -1.8617
C -4.7738 1.3516 -2.2877
H -5.1531 2.3614 -2.4823
H -5.2688 0.5421 -2.8683
H -3.6935 1.3683 -2.5579
O -3.0663 -1.1139 0.1821
H -3.6639 -0.4033 -0.1424
H -3.2757 -1.8306 -0.4445
C 0.5883 -1.4440 3.2879
P 1.2091 -0.7333 1.7551
C 1.6758 1.0186 1.8200
C 1.3694 1.7600 2.9797
C 1.6714 3.1167 3.0401
C 2.2222 3.7649 1.9264
C 2.4006 3.0670 0.7255
C 2.0789 1.7161 0.6551
C 2.3199 -1.8052 0.8117
C 3.4861 -1.2788 0.2212
C 4.2773 -2.0815 -0.5950
C 3.9151 -3.4109 -0.8432
C 2.7242 -3.9275 -0.3152
C 1.9165 -3.1253 0.4866
H -0.3724 -0.9741 3.5685
H 1.3385 -1.2759 4.0782
H 0.4408 -2.5282 3.1433
H 0.8969 1.2491 3.8239
H 1.4821 3.6734 3.9629
H 2.5021 4.8205 1.9893
H 2.7859 3.5767 -0.1657
H 2.1770 1.1909 -0.3015
H 3.7571 -0.2369 0.4093
H 5.1896 -1.6688 -1.0340
H 4.5612 -4.0476 -1.4523
H 2.4340 -4.9655 -0.5202
H 0.9628 -3.5199 0.8589
```

- net charge = +1
- orbital gap (eV) = 5.20

[8]
The following is a quantum chemistry calculation of C19H23ClN2O4S2 as an isolated structure in a non-equilibrium geometry, from the OMol25 dataset.

The geometry in XYZ format:
```
51
C19H23ClN2O4S2 the ωB97M-V functional and the def2-TZVPD basis
C -0.9478 -3.2484 0.5884
H -0.9584 -3.2341 1.6772
H -1.9720 -3.1446 0.2190
H -0.5086 -4.1861 0.2384
O -0.1451 -2.1545 0.2006
C 0.0836 -1.9617 -1.1156
C -0.5483 -2.6360 -2.1542
C -0.2324 -2.3626 -3.4738
C 0.7198 -1.4052 -3.7746
C 1.3686 -0.7189 -2.7602
C 1.0552 -0.9984 -1.4418
N 1.7423 -0.3605 -0.3887
C 1.0718 0.2805 0.5768
N -0.1365 0.7146 0.4375
C -0.5978 1.4267 1.4996
O 0.1292 1.7043 2.4530
C -2.0509 1.8272 1.4247
C -2.3088 3.1238 2.2078
C -2.2350 4.3250 1.2732
C -3.3762 4.2833 0.2497
C -3.7489 2.8406 -0.1141
C -2.5254 1.9351 -0.0310
H -1.7263 2.3451 -0.6486
H -2.7515 0.9416 -0.4181
H -4.1684 2.8089 -1.1209
H -4.5132 2.4672 0.5703
H -3.0721 4.8251 -0.6477
H -4.2548 4.7897 0.6538
H -1.2702 4.3115 0.7630
H -2.2873 5.2504 1.8491
H -1.5616 3.2105 2.9982
H -3.2934 3.0922 2.6768
H -2.5914 1.0089 1.9174
S 2.0071 0.5335 2.0364
C 3.2694 -0.6874 1.3852
C 2.8661 -2.0932 1.7683
H 3.3784 -2.4721 2.6453
H 1.7888 -2.1909 1.8788
S 3.3239 -3.1268 0.3300
O 2.1805 -3.8369 -0.1740
O 4.4985 -3.9005 0.6162
C 3.7619 -1.7529 -0.8007
H 4.8456 -1.7020 -0.8366
C 3.1705 -0.5357 -0.1337
H 3.6920 0.3807 -0.4528
H 3.3502 -1.9630 -1.7821
H 4.2558 -0.4208 1.7594
H 2.1118 0.0278 -2.9921
Cl 1.1199 -1.0650 -5.4199
H -0.7264 -2.8993 -4.2679
H -1.2820 -3.3965 -1.9451
```

- net charge = 0
- orbital gap (eV) = 9.05
- relative energy (zero: lowest compared OMol25 entry of this formula, charge and spin) (kcal/mol) = 9.17